No. 1
Computed, not measured: C12H23Al2BBr2Cl2FNO17P as an isolated structure at a distorted geometry, with wB97M-V/def2-TZVPD.

ORCA input file:
```
! wB97M-V def2-TZVPD RIJCOSX def2/J DEFGRID3
* xyz 1 1
C 5.569 0.343 -2.507
C 4.040 -0.030 -2.821
Br 3.688 -1.757 -1.941
C 3.162 1.175 -2.239
Br 3.231 1.197 -0.270
B 1.637 1.326 -2.848
O 1.031 2.611 -2.496
P 0.420 -0.123 -2.433
O 0.455 -0.569 -0.845
O 0.541 -1.445 -3.435
H 5.613 1.351 -2.024
H 6.202 0.341 -3.424
H 5.934 -0.371 -1.731
H 3.886 -0.065 -3.953
H 3.714 2.092 -2.584
H 1.750 1.346 -4.064
H 1.525 3.246 -3.031
H 0.457 0.211 -0.252
H 0.998 -1.177 -4.246
Al 3.325 -0.793 -5.547
O 0.671 3.968 -0.669
Cl -0.444 3.250 -1.227
O -0.553 1.939 -0.611
O -0.219 3.090 -2.647
O -1.659 3.988 -1.017
C -3.844 0.444 -0.113
C -4.440 1.134 -1.303
O -4.577 0.081 -2.243
C -4.752 -1.053 -1.513
O -5.157 -2.078 -1.953
O -4.408 -0.865 -0.210
F -3.593 2.058 -1.801
H -2.755 0.377 -0.173
H -4.116 0.921 0.827
H -5.416 1.590 -1.118
C 2.679 -0.537 3.261
O 2.748 0.659 2.829
O 3.678 -1.324 2.788
O 1.849 -1.049 4.033
H 4.106 -0.628 2.253
C -0.072 3.481 2.918
O 0.329 4.589 3.324
O 0.171 3.257 1.597
O -0.640 2.539 3.535
H 0.588 4.134 1.469
Al -1.102 1.360 5.284
O 5.382 -1.765 -8.591
H 6.301 -2.018 -8.733
H 4.884 -2.558 -8.821
C -5.046 -3.815 4.581
C -3.653 -3.603 4.001
C -2.644 -3.091 5.031
C -2.971 -1.747 5.509
N -3.231 -0.694 5.889
H -5.483 -2.876 4.927
H -5.711 -4.229 3.822
H -5.019 -4.511 5.422
H -3.715 -2.910 3.157
H -3.291 -4.555 3.605
H -1.649 -3.068 4.577
H -2.588 -3.780 5.877
Cl 2.185 0.988 4.920
*
```

Results
Kohn-Sham gap	3.78	eV
HOMO	-9.7	eV
molecular weight	798.77	g mol⁻¹

No. 2
Computed, not measured: the molecule C12H23BN2O4 at a distorted geometry, with wB97M-V/def2-TZVPD.

ORCA input file:
```
! wB97M-V def2-TZVPD RIJCOSX def2/J DEFGRID3
* xyz 0 1
N 0.710 2.648 -0.245
C 0.661 1.274 0.323
C 2.063 0.648 0.321
O 2.279 -0.442 -0.155
O 3.035 1.402 0.878
C 0.215 1.357 1.806
C -0.688 0.109 2.103
C -0.059 -0.950 3.013
C -1.157 -1.296 4.034
N -2.094 -0.141 4.141
C -2.013 0.535 2.832
C -1.042 -0.495 0.710
C -0.404 0.372 -0.428
C 0.104 -0.501 -1.577
C 0.745 0.286 -2.724
C 1.072 -0.574 -3.940
B -0.220 -1.353 -4.372
O -0.799 -1.162 -5.619
O -0.826 -2.311 -3.557
H 1.158 2.651 -1.148
H 1.290 3.201 0.371
H 3.875 0.893 0.793
H 1.094 1.333 2.438
H -0.288 2.311 2.009
H 0.301 -1.818 2.476
H 0.789 -0.532 3.545
H -0.735 -1.604 4.996
H -1.744 -2.164 3.694
H -1.717 0.520 4.857
H -2.047 1.656 2.951
H -2.873 0.228 2.270
H -2.127 -0.572 0.545
H -0.691 -1.521 0.740
H -1.128 1.099 -0.801
H -0.732 -1.072 -1.985
H 0.805 -1.214 -1.203
H 0.005 1.031 -3.018
H 1.668 0.764 -2.376
H 1.531 0.051 -4.708
H 1.694 -1.428 -3.676
H -0.308 -0.484 -6.110
H -1.405 -2.731 -4.204
*
```

Results
Kohn-Sham gap	9.42	eV
SMILES	N[C@@]1(C(=O)O)C[C@]2(CCNC2)C[C@@H]1CCCB(O)O
HOMO	-8.9	eV
molecular weight	270.14	g mol⁻¹

No. 3
Computed, not measured: the molecule C12H23BN2O4 at a distorted geometry, with wB97M-V/def2-TZVPD.

ORCA input file:
```
! wB97M-V def2-TZVPD RIJCOSX def2/J DEFGRID3
* xyz 0 1
N -2.856 -0.159 -2.374
C -2.010 -1.287 -2.041
C -2.193 -1.667 -0.583
C -1.001 -1.023 0.132
C -1.420 0.239 0.919
C -0.809 1.436 0.156
N -1.813 2.080 -0.720
C -0.411 2.423 1.240
O -0.230 1.935 2.393
O -0.499 3.758 0.940
C 0.375 0.863 -0.746
C 1.827 1.094 -0.176
C 2.166 0.687 1.258
C 3.017 -0.597 1.348
B 2.438 -2.093 1.377
O 1.932 -2.573 2.569
O 2.322 -2.890 0.291
C 0.088 -0.635 -0.868
C -0.446 -1.004 -2.244
H -2.483 0.628 -1.856
H -2.825 0.131 -3.345
H -2.325 -2.104 -2.678
H -2.206 -2.778 -0.467
H -3.164 -1.253 -0.191
H -0.552 -1.737 0.851
H -1.239 0.131 1.986
H -2.529 0.368 0.862
H -1.318 2.898 -1.014
H -2.423 2.412 0.070
H -0.215 4.260 1.712
H 0.288 1.315 -1.707
H 2.605 0.896 -0.863
H 1.830 2.206 -0.182
H 1.264 0.534 1.846
H 2.797 1.528 1.607
H 3.490 -0.589 2.341
H 3.853 -0.494 0.611
H 2.186 -1.978 3.315
H 1.730 -3.644 0.593
H 0.934 -1.255 -0.701
H 0.064 -1.819 -2.666
H -0.239 -0.243 -2.998
*
```

Results
Kohn-Sham gap	8.86	eV
SMILES	N[C@@H]1C[C@@H]2C[C@@](N)(C(=O)O)[C@@H](CCCB(O)O)[C@@H]2C1
HOMO	-8.4	eV
molecular weight	270.14	g mol⁻¹

No. 4
Computed, not measured: a 2-piece molecular cluster, C12H23BrN2OP overall at a distorted geometry, with wB97M-V/def2-TZVPD.

ORCA input file:
```
! wB97M-V def2-TZVPD RIJCOSX def2/J DEFGRID3
* xyz 1 1
C 3.826 1.951 -0.352
C 3.496 0.586 0.261
C 2.869 -0.411 -0.731
Br 4.250 -1.686 -1.257
N 1.719 -1.149 -0.043
N 2.003 -2.348 0.389
C 1.055 -2.986 1.027
C -0.181 -2.414 1.225
C -0.476 -1.192 0.744
C 0.546 -0.517 0.072
P 0.270 1.174 -0.620
C 0.305 2.441 0.712
C -0.854 2.462 1.724
C -1.269 1.229 -1.604
C -2.636 0.963 -0.896
H 2.951 2.328 -0.873
H 4.683 1.858 -1.012
H 4.088 2.618 0.463
H 4.390 0.124 0.664
H 2.835 0.724 1.118
H 2.535 0.025 -1.659
H 1.281 -3.967 1.411
H -0.918 -2.978 1.781
H -1.443 -0.747 0.896
H 1.229 2.259 1.258
H 0.446 3.403 0.226
H -0.812 1.556 2.322
H -1.809 2.580 1.222
H -0.737 3.334 2.361
H -1.300 2.244 -1.994
H -1.206 0.585 -2.475
H -3.276 1.831 -1.039
H -2.568 0.818 0.175
H -3.166 0.150 -1.377
C -3.874 -2.751 -1.001
O -3.666 -2.797 0.412
H -4.894 -2.423 -1.176
H -3.185 -2.044 -1.471
H -3.736 -3.740 -1.442
H -2.767 -3.095 0.560
*
```

Results
Kohn-Sham gap	7.10	eV
HOMO	-11.8	eV
molecular weight	322.21	g mol⁻¹

No. 5
Computed, not measured: a 3-piece molecular cluster, C12H23BrNO6 overall at a distorted geometry, with wB97M-V/def2-TZVPD.

ORCA input file:
```
! wB97M-V def2-TZVPD RIJCOSX def2/J DEFGRID3
* xyz 1 1
Br 0.482 4.269 2.786
N 2.195 4.963 2.629
C 2.727 6.004 3.182
C 4.224 6.180 2.814
C 4.528 5.063 1.724
C 3.159 4.267 1.744
H 2.148 6.670 3.846
H 4.567 7.217 2.653
H 4.727 5.764 3.729
H 5.285 4.305 1.992
H 4.698 5.638 0.790
H 2.749 4.514 0.724
H 3.168 3.161 1.708
C -1.991 -0.481 -2.313
C -0.536 -0.145 -2.055
O -0.309 1.271 -2.143
C -0.653 1.971 -1.067
O -1.111 1.532 -0.046
O -0.413 3.264 -1.319
C -0.813 4.130 -0.263
H -2.321 -0.053 -3.261
H -2.137 -1.561 -2.343
H -2.635 -0.068 -1.535
H 0.088 -0.605 -2.821
H -0.199 -0.529 -1.090
H -0.386 3.808 0.691
H -1.901 4.168 -0.200
H -0.442 5.128 -0.494
C -2.842 -7.940 -1.631
C -1.392 -7.588 -1.369
O -1.180 -6.173 -1.460
C -1.538 -5.473 -0.383
O -1.996 -5.917 0.633
O -1.311 -4.179 -0.638
C -1.720 -3.305 0.412
H -3.173 -7.518 -2.582
H -2.977 -9.022 -1.659
H -3.492 -7.532 -0.856
H -0.760 -8.043 -2.132
H -1.055 -7.967 -0.403
H -1.294 -3.605 1.369
H -2.809 -3.277 0.471
H -1.360 -2.306 0.171
*
```

Results
Kohn-Sham gap	7.42	eV
HOMO	-12.2	eV
molecular weight	357.22	g mol⁻¹

No. 6
Computed, not measured: C12H23CaF3NO2P2 as an isolated structure at a distorted geometry, with wB97M-V/def2-TZVPD.

ORCA input file:
```
! wB97M-V def2-TZVPD RIJCOSX def2/J DEFGRID3
* xyz 1 1
Ca 0.324 0.880 0.656
P 2.334 -0.920 1.217
C 2.368 -1.041 -0.657
C 1.080 -1.544 -1.296
N -0.074 -0.970 -0.866
C -1.252 -1.364 -1.400
C -1.306 -2.307 -2.426
C -0.127 -2.882 -2.892
C 1.080 -2.510 -2.301
C -2.556 -0.764 -0.884
P -2.378 0.783 0.084
H 2.038 -2.930 -2.608
H -2.285 -2.570 -2.824
H -0.148 -3.601 -3.707
H -3.245 -0.579 -1.721
H -3.042 -1.494 -0.219
H 2.547 0.014 -1.025
H 3.231 -1.674 -0.945
H 0.772 3.135 -0.833
O 1.286 2.258 -0.934
H 1.985 2.355 -1.606
H -0.282 3.727 0.870
O -0.392 3.916 -0.093
H -0.572 4.876 -0.153
C -2.755 1.971 -1.245
H -3.797 1.817 -1.562
H -2.628 2.996 -0.868
H -2.090 1.815 -2.104
C -3.943 0.831 0.990
H -3.869 1.626 1.746
H -4.772 1.057 0.306
H -4.119 -0.132 1.483
C 2.221 -2.666 1.726
H 3.133 -3.214 1.448
H 2.100 -2.696 2.821
H 1.348 -3.146 1.265
C 4.090 -0.594 1.586
H 4.164 -0.319 2.651
H 4.691 -1.498 1.398
H 4.460 0.245 0.979
F -1.165 1.960 3.570
C 0.085 1.578 3.119
F 0.838 2.772 3.134
F 0.623 0.804 4.122
*
```

Results
Kohn-Sham gap	7.78	eV
HOMO	-10.7	eV
molecular weight	372.34	g mol⁻¹

No. 7
Computed, not measured: C12H23ClIrN3O5Sb as an isolated structure at a distorted geometry, with wB97M-V/def2-TZVPD.

ORCA input file:
```
! wB97M-V def2-TZVPD RIJCOSX def2/J DEFGRID3
* xyz 2 2
Ir 0.313 1.455 -1.566
O -2.886 1.526 -0.150
Cl -2.362 2.384 -1.207
O -3.243 3.391 -1.596
O -1.037 2.879 -0.711
O -1.979 1.488 -2.313
C 0.965 -2.593 0.490
C -0.287 -2.657 -0.311
Sb -1.337 -0.479 -0.163
C -1.802 -0.392 1.933
C -2.463 -1.682 2.409
C -3.050 -1.415 -1.113
C -2.888 -1.575 -2.616
H 1.422 -3.596 0.446
H 0.793 -2.386 1.548
H 1.692 -1.894 0.080
H -1.082 -3.290 0.080
H -0.166 -2.726 -1.390
H -2.474 0.463 1.980
H -0.880 -0.164 2.466
H -3.397 -1.886 1.888
H -2.706 -1.569 3.467
H -1.806 -2.550 2.330
H -3.846 -0.720 -0.841
H -3.171 -2.365 -0.595
H -2.685 -0.633 -3.116
H -3.828 -1.955 -3.023
H -2.121 -2.304 -2.879
N 5.832 -1.651 -3.306
C 4.930 -0.926 -3.280
N 3.920 -0.104 -3.261
C 2.862 0.235 -2.778
N 1.826 0.682 -2.379
C 2.141 2.888 2.177
C 2.826 1.518 2.069
C 2.507 1.124 0.647
O 1.107 1.529 0.481
C 0.915 2.771 1.273
H 2.808 3.670 1.818
H 1.852 3.131 3.196
H 2.398 0.805 2.775
H 3.900 1.571 2.233
H 2.569 0.060 0.436
H 3.133 1.676 -0.057
H -0.015 2.644 1.821
H 0.801 3.620 0.605
*
```

Results
Kohn-Sham gap (alpha / beta)	5.19 / 4.06	eV
HOMO (alpha / beta)	-15.2 / -15.1	eV
molecular weight	638.76	g mol⁻¹

No. 8
Computed, not measured: C12H23N2O2P2Ru as an isolated structure at a distorted geometry, with wB97M-V/def2-TZVPD.

ORCA input file:
```
! wB97M-V def2-TZVPD RIJCOSX def2/J DEFGRID3
* xyz 3 5
Ru 0.057 0.388 0.496
P 1.806 -0.813 1.268
C 2.220 -1.647 -0.279
C 1.176 -1.766 -1.224
N -0.025 -1.141 -0.907
C -1.188 -1.483 -1.449
C -1.221 -2.427 -2.480
C -0.028 -2.936 -2.997
C 1.171 -2.516 -2.439
C -2.468 -0.912 -0.867
P -2.217 0.567 0.258
H 2.148 -2.812 -2.812
H -2.198 -2.731 -2.833
H -0.041 -3.622 -3.849
H -3.153 -0.606 -1.681
H -2.954 -1.700 -0.256
H 3.142 1.679 -1.815
H 3.256 -1.709 -0.675
H 1.764 6.161 -0.604
O 2.288 1.287 -1.591
H 1.684 1.425 -2.328
H -0.889 1.472 -0.047
O 1.372 5.925 0.270
H 1.342 4.925 0.313
C -3.095 1.911 -0.627
H -3.777 1.532 -1.405
H -3.626 2.513 0.119
H -2.307 2.535 -1.056
C -3.000 0.376 1.848
H -2.416 0.951 2.564
H -4.013 0.777 1.806
H -3.011 -0.669 2.160
C 1.191 -2.218 2.259
H 1.938 -3.026 2.205
H 1.013 -1.871 3.288
H 0.242 -2.515 1.784
C 3.177 0.149 1.993
H 2.768 0.605 2.910
H 4.049 -0.484 2.213
H 3.445 0.942 1.275
N 0.213 2.043 3.108
C 0.166 1.442 2.086
*
```

Results
Kohn-Sham gap (alpha / beta)	7.13 / 2.61	eV
HOMO (alpha / beta)	-18.6 / -17.9	eV
molecular weight	390.35	g mol⁻¹

No. 9
Computed, not measured: a 2-piece molecular cluster, C12H23N5O4 overall at a distorted geometry, with wB97M-V/def2-TZVPD.

ORCA input file:
```
! wB97M-V def2-TZVPD RIJCOSX def2/J DEFGRID3
* xyz 0 1
N -1.685 -1.488 -0.365
C -2.978 -1.027 0.105
C -2.915 0.228 0.995
C -1.902 1.278 0.658
C -1.069 2.029 1.428
N -0.471 2.884 0.519
C -1.065 2.712 -0.689
N -1.919 1.720 -0.659
C -3.998 -1.022 -1.048
O -4.833 -1.915 -1.062
O -3.789 -0.088 -2.009
H -1.742 -2.421 -0.777
H -1.321 -0.894 -1.061
H -3.397 -1.812 0.737
H -3.928 0.631 0.895
H -2.817 -0.053 2.037
H -0.926 2.025 2.490
H 0.089 3.649 0.783
H -0.698 3.253 -1.580
H -3.121 0.573 -1.692
N 4.921 -1.575 -1.561
C 4.714 -0.132 -1.927
C 4.564 0.860 -0.766
C 3.122 0.834 -0.114
C 3.057 -0.402 0.788
C 1.723 -0.469 1.601
N 1.698 -1.645 2.499
C 0.416 -0.484 0.751
O 0.310 0.176 -0.257
O -0.515 -1.311 1.275
H 5.761 -1.665 -1.042
H 5.095 -2.032 -2.363
H 5.537 0.227 -2.609
H 3.826 -0.062 -2.534
H 4.780 1.859 -1.150
H 5.319 0.657 -0.041
H 2.446 0.744 -0.930
H 2.843 1.657 0.359
H 3.203 -1.350 0.306
H 3.870 -0.303 1.440
H 1.635 0.419 2.199
H 2.266 -1.459 3.280
H 2.173 -2.418 1.994
H -0.100 -1.818 1.944
*
```

Results
Kohn-Sham gap	7.76	eV
SMILES	N[C@@H](Cc1c[nH]cn1)C(=O)O.NCCCC[C@H](N)C(=O)O
HOMO	-7.4	eV
molecular weight	301.35	g mol⁻¹

No. 10
Computed, not measured: C12H24AlN6O6 as an isolated structure at a distorted geometry, with wB97M-V/def2-TZVPD.

ORCA input file:
```
! wB97M-V def2-TZVPD RIJCOSX def2/J DEFGRID3
* xyz 1 1
O -0.136 -3.087 -1.443
H -0.645 -3.823 -1.785
Al -0.722 -0.151 0.318
N -1.910 0.025 -1.332
N 0.585 0.011 -1.631
N -0.538 -0.605 2.238
N 1.353 0.317 0.992
O -3.123 0.196 -1.042
O -1.667 -1.110 3.008
O 2.248 1.199 0.453
O 1.803 0.472 -1.863
C -0.098 -0.140 -2.786
C -1.505 -0.160 -2.620
C 0.535 -0.401 2.997
C 1.618 0.155 2.295
C -2.540 -0.236 -3.679
H -2.687 -1.280 -4.022
H -2.289 0.394 -4.547
H -3.469 0.117 -3.201
C 0.621 0.086 -4.052
H 1.440 -0.623 -4.202
H 1.052 1.093 -4.079
H -0.069 -0.011 -4.889
C 0.446 -0.528 4.457
C 2.812 0.743 2.930
H -0.309 -1.255 4.758
H 0.186 0.452 4.885
H 1.417 -0.805 4.882
H 3.509 1.114 2.174
H 3.312 0.000 3.561
H 2.543 1.585 3.585
H -2.376 -1.254 2.354
H 2.193 0.868 -0.607
C 1.415 -3.344 -0.898
H 2.112 -3.614 -1.739
H 0.979 -3.966 -0.055
H 1.770 -2.514 -0.378
O -1.456 -1.835 0.229
H -0.848 -2.484 -0.741
H -1.152 -2.405 0.953
N 0.099 2.453 -0.263
C -0.120 3.722 0.125
C -1.235 3.691 1.037
C -1.631 2.342 1.129
N -0.826 1.639 0.296
H 0.859 2.095 -0.838
H 0.503 4.514 -0.274
H -1.676 4.514 1.564
H -2.384 1.835 1.745
*
```

Results
Kohn-Sham gap (alpha / beta)	4.65 / 4.65	eV
HOMO (alpha / beta)	-9.1 / -9.1	eV
molecular weight	375.34	g mol⁻¹

No. 11
Computed, not measured: a 2-piece molecular cluster, C12H24BBrN3O4 overall at a distorted geometry, with wB97M-V/def2-TZVPD.

ORCA input file:
```
! wB97M-V def2-TZVPD RIJCOSX def2/J DEFGRID3
* xyz 1 1
C -2.453 -3.072 -2.760
B -1.597 -2.575 -1.479
O -2.016 -3.034 -0.221
N -0.406 -1.704 -1.750
C 0.026 -0.845 -0.856
N 1.223 -0.117 -1.217
C 2.258 -0.726 -0.303
C 1.852 -0.690 1.208
C 0.379 -1.223 1.460
C -0.112 -1.007 2.923
C 0.507 -2.157 3.814
C -0.145 -3.562 3.509
Br 1.258 -4.730 2.677
N -0.464 -0.598 0.417
H -1.833 -2.886 -3.678
H -2.526 -4.180 -2.662
H -3.439 -2.568 -2.846
H -1.270 -3.301 0.338
H 0.093 -1.775 -2.634
H 1.102 0.872 -0.967
H 3.263 -0.306 -0.513
H 2.294 -1.812 -0.604
H 2.588 -1.213 1.864
H 1.823 0.386 1.534
H 0.428 -2.331 1.240
H 0.230 -0.046 3.376
H -1.229 -1.083 3.010
H 0.464 -1.941 4.904
H 1.587 -2.228 3.537
H -0.928 -3.417 2.730
H -0.530 -4.096 4.399
H -1.469 -0.640 0.556
C -0.389 6.108 -2.007
C 0.134 4.690 -2.062
C -0.873 3.654 -1.642
O -0.038 2.614 -1.118
C 1.106 3.208 -0.687
O 1.929 2.656 -0.024
O 1.184 4.489 -1.104
H -0.554 6.425 -0.976
H 0.344 6.796 -2.433
H -1.320 6.209 -2.567
H 0.536 4.473 -3.056
H -1.466 3.287 -2.479
H -1.546 3.995 -0.851
*
```

Results
Kohn-Sham gap	8.87	eV
HOMO	-12.8	eV
molecular weight	365.06	g mol⁻¹

> Which value of molecular weight does entry 8 give?

390.35 g mol⁻¹

> molecular weight of number 8 (C12H23N2O2P2Ru)?

390.35 g mol⁻¹

> What is the molecular weight in the eleventh record?

365.06 g mol⁻¹